DFT (ωB97M-V with the def2-TZVPD basis set) results for 5 unconnected molecules or ions with the total composition C10H20Br10.

Structure (ORCA input):
```
! RIJCOSX wB97M-V def2-TZVPD def2/J DEFGRID3
* xyz 0 1
Br -7.01 16.96 -9.93
C -6.91 17.70 -8.08
C -7.88 18.87 -8.11
Br -7.39 20.08 -6.68
H -5.86 17.89 -7.88
H -7.24 16.87 -7.44
H -8.90 18.53 -7.92
H -7.89 19.31 -9.10
Br 1.60 8.79 -6.22
C 3.21 7.63 -5.82
C 2.96 6.46 -4.84
Br 4.72 5.66 -4.33
H 4.09 8.20 -5.52
H 3.52 7.13 -6.74
H 2.34 5.67 -5.27
H 2.44 6.85 -3.96
Br -7.92 15.06 -2.70
C -9.45 16.38 -2.46
C -10.32 15.64 -1.49
Br -12.00 16.63 -1.22
H -9.92 16.66 -3.40
H -9.01 17.31 -2.10
H -9.84 15.52 -0.52
H -10.64 14.64 -1.81
Br -4.77 11.96 -7.46
C -3.76 11.72 -5.80
C -3.09 13.14 -5.51
Br -2.14 13.15 -3.79
H -3.08 10.95 -6.15
H -4.46 11.36 -5.05
H -3.79 13.97 -5.50
H -2.42 13.20 -6.37
Br -1.48 5.39 -8.26
C -2.89 5.40 -6.89
C -4.26 5.88 -7.45
Br -5.54 5.92 -5.94
H -2.52 6.13 -6.17
H -2.89 4.41 -6.43
H -4.73 5.30 -8.23
H -4.21 6.92 -7.78
*
```

## Properties
Frontier orbital gap (Ha): 0.38424
E_HOMO (eV): -10.344
Max |F| (hartree/bohr): 0.0459
Calculated total energy (hartree): -26133.13487
Energy relative to the best compared isomer or geometry (same formula, charge and spin) (eV): 1.485

---

DFT (ωB97M-V with the def2-TZVPD basis set) results for a molecular structure, C10H20BrO5V.

Structure (ORCA input):
```
! RIJCOSX wB97M-V def2-TZVPD def2/J DEFGRID3
* xyz 3 2
V 0.53 0.40 0.09
C -0.05 -0.31 2.93
C 0.06 1.20 2.85
O -0.32 1.62 1.51
C -1.70 2.08 1.32
C -2.42 0.89 0.76
O -1.56 0.39 -0.31
C -1.98 0.77 -1.67
C -0.87 1.64 -2.20
O 0.36 0.94 -1.83
C 0.78 -0.07 -2.83
C 1.55 -1.16 -2.11
O 0.93 -1.28 -0.78
C 1.39 -2.36 0.10
C 0.56 -2.24 1.37
O 0.40 -0.80 1.61
H -1.07 -0.69 3.07
H 0.62 -0.72 3.68
H 1.08 1.55 3.01
H -0.60 1.67 3.58
H -1.65 2.92 0.63
H -2.09 2.43 2.28
H -3.41 1.11 0.37
H -2.52 0.08 1.49
H -2.93 1.28 -1.64
H -2.10 -0.16 -2.23
H -0.81 2.62 -1.72
H -0.89 1.77 -3.28
H 1.40 0.44 -3.56
H -0.12 -0.46 -3.30
H 2.60 -0.93 -1.96
H 1.43 -2.12 -2.62
H 2.46 -2.22 0.27
H 1.19 -3.31 -0.41
H 1.09 -2.67 2.22
H -0.44 -2.66 1.27
Br 2.56 1.27 0.34
*
```

## Properties
Frontier orbital gap (alpha / beta) (Ha): 0.29414 / 0.33051
E_HOMO (alpha / beta) (eV): -21.908 / -22.028
Max |F| (hartree/bohr): 0.0079
Calculated total energy (hartree): -4286.14752

---

Q: Among the records above, which one has the lowest max |F|?
A: C10H20BrO5V

---

Q: Which formula does entry 1 have?
A: C10H20Br10

---

Q: Which of these has the lowest calculated total energy?
A: C10H20Br10

---

Q: Which value of max |F| does entry 1 give?
A: 0.0459 hartree/bohr